The following is a quantum chemistry calculation of a cluster of 14 separate species, C84H191N11O14 in total at a distorted geometry, from the Open Molecules 2025 dataset.

Atoms and positions in Å:
C (-3.248, 7.841, 4.844)
C (-2.219, 7.616, 3.710)
C (-0.946, 7.171, 4.422)
C (0.048, 6.422, 3.498)
C (-0.657, 5.228, 2.800)
C (-1.796, 5.787, 1.903)
N (-2.719, 6.394, 3.024)
O (-3.960, 6.753, 2.418)
C (-1.289, 6.596, 0.726)
C (-2.607, 4.583, 1.463)
C (-2.045, 8.946, 3.004)
H (-4.185, 8.267, 4.490)
H (-2.808, 8.562, 5.540)
H (-3.500, 6.927, 5.391)
H (-0.365, 7.981, 4.878)
H (-1.177, 6.523, 5.267)
H (0.891, 6.014, 4.069)
H (0.469, 7.196, 2.847)
H (-1.192, 4.591, 3.520)
H (0.034, 4.597, 2.235)
H (-2.090, 7.069, 0.155)
H (-0.488, 7.308, 0.922)
H (-0.827, 5.950, -0.047)
H (-3.062, 4.135, 2.347)
H (-3.443, 4.870, 0.824)
H (-1.948, 3.928, 0.902)
H (-2.966, 9.288, 2.532)
H (-1.312, 8.917, 2.200)
H (-1.666, 9.655, 3.744)
H (-4.533, 6.187, 2.948)
C (-2.017, 1.803, -4.863)
C (-2.995, 2.544, -5.764)
C (-2.953, 3.999, -5.420)
C (-3.769, 4.898, -6.373)
C (-3.116, 4.685, -7.774)
C (-3.105, 3.241, -8.191)
N (-2.482, 2.381, -7.161)
O (-2.525, 1.032, -7.516)
C (-4.449, 2.753, -8.852)
C (-2.045, 3.110, -9.410)
C (-4.419, 1.939, -5.453)
H (-1.946, 0.754, -5.134)
H (-2.257, 1.887, -3.807)
H (-1.008, 2.220, -4.983)
H (-3.263, 4.292, -4.428)
H (-1.907, 4.331, -5.539)
H (-3.692, 5.966, -6.152)
H (-4.830, 4.669, -6.438)
H (-2.095, 5.028, -7.648)
H (-3.619, 5.273, -8.535)
H (-5.190, 2.862, -8.066)
H (-4.770, 3.477, -9.590)
H (-4.398, 1.743, -9.266)
H (-2.227, 3.851, -10.206)
H (-1.036, 3.284, -9.018)
H (-1.946, 2.131, -9.879)
H (-5.251, 2.383, -5.992)
H (-4.638, 2.085, -4.385)
H (-4.442, 0.840, -5.559)
H (-3.464, 0.882, -7.431)
C (3.132, -6.519, 7.041)
C (2.669, -7.038, 5.694)
C (1.316, -7.794, 5.847)
C (0.108, -6.849, 5.869)
C (0.190, -6.064, 4.515)
C (1.479, -5.237, 4.370)
N (2.593, -6.192, 4.511)
O (3.817, -5.492, 4.435)
C (1.574, -4.694, 2.926)
C (1.431, -3.994, 5.290)
C (3.679, -8.162, 5.294)
H (3.161, -7.295, 7.791)
H (2.485, -5.767, 7.521)
H (4.111, -6.028, 7.103)
H (1.223, -8.432, 4.960)
H (1.364, -8.418, 6.741)
H (0.010, -6.097, 6.633)
H (-0.810, -7.443, 5.903)
H (-0.719, -5.480, 4.357)
H (0.160, -6.837, 3.752)
H (0.733, -4.055, 2.632)
H (2.497, -4.103, 2.829)
H (1.665, -5.509, 2.205)
H (1.276, -4.235, 6.346)
H (2.347, -3.403, 5.287)
H (0.598, -3.373, 4.993)
H (3.735, -8.948, 6.047)
H (4.703, -7.800, 5.165)
H (3.427, -8.657, 4.361)
H (3.793, -4.932, 5.209)
C (7.733, -0.004, -0.106)
C (6.672, -1.170, -0.027)
C (5.908, -1.407, -1.351)
C (6.740, -2.012, -2.433)
C (7.246, -3.391, -1.922)
C (8.055, -3.249, -0.665)
N (7.205, -2.530, 0.321)
O (8.025, -2.358, 1.515)
C (8.259, -4.628, -0.105)
C (9.488, -2.702, -0.973)
C (5.656, -0.869, 1.026)
H (7.281, 0.831, -0.657)
H (8.676, -0.310, -0.560)
H (7.952, 0.350, 0.903)
H (5.090, -2.067, -1.041)
H (5.432, -0.491, -1.709)
H (7.582, -1.366, -2.724)
H (6.216, -2.241, -3.353)
H (7.731, -3.945, -2.722)
H (6.369, -3.982, -1.636)
H (7.297, -5.040, 0.212)
H (8.736, -5.311, -0.809)
H (8.860, -4.614, 0.800)
H (9.514, -1.830, -1.627)
H (10.028, -2.465, -0.053)
H (10.041, -3.501, -1.480)
H (6.115, -0.795, 2.009)
H (4.997, -1.733, 1.156)
H (5.098, 0.039, 0.786)
H (7.575, -2.825, 2.219)
C (-3.968, -2.665, 6.293)
C (-4.002, -1.549, 5.242)
C (-4.747, -2.065, 4.035)
C (-5.086, -0.968, 3.035)
C (-5.969, 0.056, 3.754)
C (-5.268, 0.635, 4.964)
N (-4.907, -0.524, 5.878)
O (-4.208, 0.029, 6.968)
C (-4.190, 1.681, 4.621)
C (-6.346, 1.377, 5.804)
C (-2.564, -1.192, 4.905)
H (-3.481, -3.544, 5.861)
H (-4.962, -2.966, 6.591)
H (-3.403, -2.377, 7.177)
H (-4.181, -2.922, 3.639)
H (-5.691, -2.508, 4.377)
H (-5.629, -1.368, 2.178)
H (-4.191, -0.491, 2.608)
H (-6.897, -0.388, 4.127)
H (-6.156, 0.777, 2.961)
H (-3.514, 1.944, 5.420)
H (-3.508, 1.438, 3.795)
H (-4.670, 2.606, 4.281)
H (-6.899, 0.666, 6.418)
H (-5.928, 2.169, 6.431)
H (-7.008, 1.887, 5.104)
H (-2.080, -2.136, 4.656)
H (-2.020, -0.783, 5.756)
H (-2.523, -0.503, 4.063)
H (-4.734, -0.310, 7.696)
C (-3.760, -6.166, -3.278)
C (-3.006, -5.157, -4.096)
C (-2.332, -5.890, -5.195)
C (-1.739, -4.988, -6.311)
C (-2.842, -4.125, -6.861)
C (-3.598, -3.346, -5.800)
N (-3.956, -4.278, -4.698)
O (-4.659, -3.547, -3.715)
C (-2.756, -2.172, -5.387)
C (-4.861, -2.851, -6.425)
C (-1.963, -4.497, -3.175)
H (-4.657, -6.448, -3.807)
H (-3.985, -5.850, -2.264)
H (-3.218, -7.113, -3.163)
H (-1.498, -6.506, -4.869)
H (-3.008, -6.578, -5.721)
H (-1.353, -5.610, -7.122)
H (-0.931, -4.375, -5.896)
H (-3.544, -4.785, -7.386)
H (-2.481, -3.510, -7.698)
H (-3.155, -1.619, -4.529)
H (-1.718, -2.378, -5.153)
H (-2.799, -1.405, -6.156)
H (-5.552, -3.672, -6.596)
H (-5.317, -2.193, -5.677)
H (-4.608, -2.352, -7.369)
H (-1.177, -3.902, -3.656)
H (-1.497, -5.236, -2.528)
H (-2.418, -3.789, -2.469)
H (-4.014, -2.872, -3.464)
C (2.188, -0.717, 6.539)
C (2.290, 0.648, 5.888)
C (0.899, 0.943, 5.311)
C (0.724, 2.374, 4.827)
C (1.050, 3.332, 5.966)
C (2.460, 3.079, 6.525)
N (2.543, 1.629, 6.917)
O (3.827, 1.370, 7.460)
C (3.492, 3.641, 5.612)
C (2.534, 3.812, 7.863)
C (3.267, 0.510, 4.668)
H (3.165, -1.105, 6.791)
H (1.631, -1.447, 5.949)
H (1.646, -0.592, 7.476)
H (0.625, 0.298, 4.480)
H (0.205, 0.768, 6.145)
H (-0.326, 2.553, 4.539)
H (1.235, 2.569, 3.876)
H (0.246, 3.143, 6.680)
H (0.827, 4.357, 5.643)
H (4.482, 3.223, 5.847)
H (3.316, 3.409, 4.562)
H (3.487, 4.717, 5.775)
H (3.543, 3.742, 8.273)
H (2.401, 4.883, 7.783)
H (1.880, 3.349, 8.591)
H (4.300, 0.346, 5.006)
H (3.301, 1.388, 4.023)
H (2.974, -0.372, 4.080)
H (4.375, 1.591, 6.700)
C (0.022, 1.669, -1.657)
C (1.023, 0.568, -1.442)
C (2.133, 0.860, -0.492)
C (1.665, 0.800, 0.936)
C (1.030, -0.566, 1.235)
C (-0.105, -0.834, 0.286)
N (0.460, -0.786, -1.085)
O (-0.652, -1.049, -1.954)
C (-0.530, -2.268, 0.536)
C (-1.330, 0.073, 0.627)
C (1.645, 0.330, -2.791)
H (0.501, 2.492, -2.179)
H (-0.394, 2.132, -0.768)
H (-0.821, 1.352, -2.251)
H (2.890, 0.075, -0.572)
H (2.547, 1.837, -0.698)
H (0.955, 1.605, 1.153)
H (2.486, 0.922, 1.663)
H (0.670, -0.452, 2.260)
H (1.708, -1.437, 1.242)
H (0.299, -2.933, 0.265)
H (-0.774, -2.412, 1.594)
H (-1.455, -2.464, -0.005)
H (-1.916, -0.401, 1.418)
H (-1.097, 1.061, 1.035)
H (-2.042, 0.201, -0.179)
H (0.910, 0.172, -3.572)
H (2.326, -0.536, -2.806)
H (2.215, 1.210, -3.098)
H (-0.552, -1.953, -2.254)
O (3.432, 2.056, -5.448)
H (3.939, 2.388, -6.196)
H (2.524, 2.104, -5.722)
O (4.159, 3.764, -2.814)
H (3.938, 3.091, -3.467)
H (5.116, 3.849, -2.853)
O (2.636, -2.977, -1.137)
H (1.901, -2.354, -1.141)
H (2.668, -3.327, -2.033)
C (2.288, -3.496, -10.075)
C (1.501, -3.616, -8.816)
C (1.240, -2.208, -8.246)
O (0.666, -2.286, -6.972)
C (0.540, -1.050, -6.340)
N (0.341, -4.409, -9.028)
H (3.198, -2.918, -9.979)
H (1.769, -2.986, -10.910)
H (2.541, -4.504, -10.411)
H (2.095, -4.055, -8.018)
H (0.556, -1.726, -8.977)
H (2.190, -1.652, -8.216)
H (0.108, -1.161, -5.352)
H (-0.131, -0.392, -6.927)
H (1.500, -0.517, -6.210)
H (-0.196, -4.532, -8.194)
H (-0.221, -4.082, -9.806)
C (2.888, 5.957, 1.323)
C (3.193, 4.970, 0.194)
C (3.901, 3.747, 0.713)
O (5.137, 4.071, 1.417)
C (5.859, 2.930, 1.726)
N (1.946, 4.476, -0.324)
H (2.358, 6.839, 0.962)
H (3.782, 6.266, 1.859)
H (2.266, 5.420, 2.044)
H (3.699, 5.401, -0.666)
H (4.004, 3.065, -0.144)
H (3.191, 3.308, 1.441)
H (6.273, 2.382, 0.864)
H (5.309, 2.250, 2.406)
H (6.717, 3.332, 2.281)
H (1.265, 5.199, -0.504)
H (2.101, 3.892, -1.135)
C (-4.866, -1.599, -0.662)
C (-5.129, -0.503, -1.702)
C (-5.725, 0.775, -1.030)
O (-6.023, 1.655, -2.063)
C (-6.912, 2.695, -1.631)
N (-3.987, -0.318, -2.571)
H (-4.122, -1.362, 0.102)
H (-4.593, -2.508, -1.195)
H (-5.794, -1.852, -0.132)
H (-5.880, -0.845, -2.421)
H (-5.058, 1.217, -0.272)
H (-6.619, 0.426, -0.488)
H (-6.384, 3.300, -0.875)
H (-7.824, 2.259, -1.186)
H (-7.212, 3.327, -2.463)
H (-4.126, 0.426, -3.229)
H (-3.079, -0.287, -2.134)

Forces on the atoms, in the same order (eV/Å):
0.0 0.5 0.1
-0.7 -0.9 1.8
1.5 -0.7 0.0
-0.4 -0.5 0.5
-0.1 1.3 -0.4
-0.5 -0.8 2.2
1.7 1.1 -2.2
-0.3 -0.3 0.2
0.1 0.0 -1.0
-0.4 0.4 -0.5
0.3 -0.2 -0.9
0.0 0.1 -0.2
-0.1 -0.1 0.1
0.3 0.0 -0.1
-0.5 0.3 -0.2
-0.3 -0.2 -0.1
-0.1 0.3 0.1
0.0 -0.6 -0.4
0.5 0.2 0.1
0.0 0.1 -0.1
-0.1 0.3 0.3
-0.3 0.2 0.4
-0.3 -0.3 0.6
0.3 -0.4 -0.1
0.1 0.1 -0.2
0.0 -0.5 0.1
-0.1 0.1 0.3
0.2 -0.1 0.0
-0.3 0.1 -0.1
-0.4 0.2 -0.3
0.8 0.0 -0.1
-0.7 -1.2 0.4
-0.1 2.2 -0.7
0.8 -0.4 -1.5
-0.8 0.2 1.3
1.8 -1.8 -3.7
-0.5 1.6 1.3
0.0 0.1 -0.2
0.4 0.8 1.9
0.1 0.7 0.6
0.5 -0.2 0.2
-0.1 -0.2 0.0
-0.3 0.1 0.1
-0.1 0.0 -0.1
0.0 -0.7 0.7
-0.2 -0.1 0.2
0.1 -0.2 0.4
-0.1 -0.2 0.3
0.3 0.1 -0.3
0.1 0.1 -0.2
-0.6 -0.6 0.0
0.3 0.0 -0.5
0.0 0.2 0.1
-0.2 -0.2 0.3
-0.2 0.3 0.1
-0.7 -0.1 0.2
0.1 0.0 -0.2
0.1 0.2 -0.2
0.0 0.3 -0.3
-0.7 -1.1 -0.2
-0.2 1.8 1.0
0.1 -2.8 -0.3
0.1 1.0 0.4
0.1 0.2 -1.8
-0.5 -0.8 0.7
-0.9 0.3 -0.7
-0.1 0.8 0.5
0.1 -0.1 -0.6
0.5 0.0 -0.1
0.5 -0.8 0.8
0.5 0.0 0.2
0.1 -0.6 -0.1
-0.3 -0.1 -0.4
0.1 -0.3 -0.6
-0.1 0.0 0.2
0.1 -0.1 -0.1
0.5 0.0 0.9
0.0 0.1 -0.1
0.2 0.4 0.1
0.2 0.0 -0.4
0.0 -0.2 0.3
-0.3 -0.1 0.0
-0.1 0.0 0.1
-0.1 -0.2 0.0
0.0 0.0 -0.4
-0.1 0.3 -0.2
-0.2 0.1 0.2
-0.2 0.3 0.1
-0.4 0.2 -0.2
0.4 0.6 0.5
-0.7 -0.7 0.2
1.0 -0.4 -0.9
-0.5 0.5 0.5
1.0 -1.4 -0.1
-1.0 1.0 -0.5
1.1 0.1 -0.1
0.9 0.7 0.4
0.1 0.3 -0.7
-0.2 -0.9 0.9
-0.4 0.0 0.2
-0.5 -0.2 0.9
0.2 -0.2 0.0
-0.2 0.1 -0.1
0.1 -0.1 0.0
0.0 -0.1 -0.5
0.1 0.3 0.3
-0.1 -0.1 0.2
-0.5 0.4 -0.1
0.5 0.0 0.1
-0.1 0.0 -0.2
0.0 -0.1 -0.2
-0.1 0.1 -0.1
0.3 0.1 0.0
-0.1 0.0 0.0
-0.1 0.0 0.0
-0.1 0.1 0.0
0.2 0.5 0.1
-0.3 0.2 -0.4
-0.1 -0.1 0.1
-0.4 -0.3 0.0
0.5 -0.4 -0.3
-0.9 -0.4 1.5
-0.1 -0.7 -0.5
-0.2 -0.5 0.2
0.9 -0.5 -0.7
-0.6 0.6 1.7
1.2 0.5 -2.5
0.0 0.1 0.6
0.5 -0.1 -0.9
0.3 0.5 -0.5
-0.2 0.3 0.1
0.1 0.0 0.1
-0.4 0.0 0.1
0.0 0.1 0.0
0.0 0.4 -0.3
0.0 0.1 0.0
0.0 -0.1 0.0
-0.1 0.0 0.2
0.0 -0.1 -0.4
-0.5 0.7 0.5
-0.1 -0.1 0.7
-0.3 -0.4 0.0
-0.2 -0.1 0.2
-0.1 0.1 -0.1
0.1 -0.3 0.1
-0.3 0.0 0.1
0.2 0.0 -0.3
-0.1 0.2 0.0
0.3 0.0 0.0
0.2 0.2 0.4
-0.2 -1.2 0.7
1.1 0.1 0.9
1.4 -0.6 -2.5
-0.3 -0.1 0.8
-0.1 -0.8 -1.0
0.9 -1.0 -0.2
-1.2 0.8 -1.1
0.2 -0.1 0.0
0.0 1.3 0.8
-0.6 0.5 0.4
0.2 0.9 0.6
-0.5 0.1 0.0
-0.3 0.3 0.0
0.3 0.3 -0.1
-0.1 -0.1 0.6
-0.2 0.1 0.4
0.2 -0.1 0.3
0.1 -0.1 -0.2
-0.2 -0.1 0.3
0.0 0.5 0.5
-0.1 -0.2 0.2
0.1 -0.3 -0.2
0.3 0.0 -0.4
0.0 -0.1 -0.2
-0.3 0.3 -0.6
-0.3 0.1 0.3
-0.1 -0.4 -0.3
0.2 -0.2 -0.1
-0.3 -0.1 -0.1
-0.2 0.5 0.5
-0.2 -0.1 0.7
-0.8 -1.0 -2.1
-0.4 0.7 0.2
-0.7 0.3 -0.3
-0.7 -0.5 -0.8
-1.8 0.1 1.6
0.0 0.7 -0.4
-0.2 0.2 -0.2
0.9 -0.4 -0.6
1.1 0.0 0.4
0.4 0.3 0.7
0.3 -0.2 0.0
0.2 0.2 -0.2
0.0 -0.1 0.1
0.2 -0.5 0.1
-0.2 0.0 -0.3
0.1 -0.3 0.2
0.5 0.0 0.3
0.4 -0.1 0.6
0.8 0.1 0.1
0.0 0.5 0.0
-0.1 0.2 -0.1
0.3 0.0 -0.3
0.1 -0.3 0.0
-0.6 0.2 -0.2
-0.3 0.1 0.0
-0.1 -0.1 0.0
-0.2 -0.1 -0.1
0.0 0.3 0.1
0.9 -0.2 0.1
-0.6 0.9 0.7
-0.2 -1.6 -1.5
0.3 -0.2 1.2
0.4 -0.5 1.0
0.3 1.1 0.6
-0.7 -0.3 0.8
-0.8 0.8 0.9
-0.1 0.6 -0.3
-0.4 -0.2 0.0
0.0 0.1 0.2
0.9 -0.1 -1.1
0.2 0.1 -0.3
0.1 -0.1 0.4
-0.1 -0.3 -0.3
0.2 0.2 -0.4
0.2 0.1 -0.3
0.0 -0.1 0.0
0.0 0.2 -0.4
-0.4 -0.5 0.0
0.2 0.6 -0.2
-0.4 -0.2 0.0
0.2 0.1 -0.1
0.1 -0.4 -0.2
0.2 -0.2 0.1
0.3 -0.1 -0.3
0.1 0.0 -0.4
-0.3 -0.1 0.0
-0.1 0.3 0.2
0.1 0.0 0.1
0.2 -0.3 0.0
0.7 0.0 0.3
0.0 0.0 0.0
-0.7 0.0 -0.2
-0.1 0.0 0.2
0.0 -0.1 -0.3
0.0 0.0 0.0
0.2 -0.3 0.0
-0.3 0.5 0.0
0.0 0.0 0.0
0.4 -0.2 -1.3
0.2 1.5 1.2
-0.3 0.0 -1.1
0.1 -0.6 0.3
-0.2 1.2 -0.4
-0.3 -0.7 -0.5
0.4 0.0 0.4
-0.3 -0.3 0.5
0.1 0.1 -0.1
0.3 -0.6 -0.1
0.1 0.3 0.4
-0.1 0.0 0.1
-0.1 -0.3 0.1
0.2 -0.1 0.2
0.0 -0.3 -0.2
-0.4 0.1 0.2
-0.1 0.0 0.2
0.3 -0.4 -0.1
-0.1 0.8 0.1
0.3 0.2 1.0
-1.7 0.0 -1.7
1.1 -0.1 1.0
-1.1 -0.8 0.3
0.0 0.0 0.0
0.1 0.1 -0.2
-0.1 0.1 0.0
0.8 0.4 0.3
0.7 0.0 0.4
0.3 -0.2 -0.2
-0.4 0.1 0.0
0.1 0.1 -0.4
0.0 -0.4 0.0
0.1 0.0 -0.2
-0.2 0.3 -0.2
-0.7 -0.1 -0.3
-0.1 0.2 0.5
0.6 -1.6 -0.1
-0.9 1.1 -0.3
0.4 -0.4 0.5
0.4 -0.4 0.1
0.1 0.2 -0.3
0.3 -0.1 0.1
0.1 0.2 -0.1
-0.5 -0.1 0.5
0.2 0.0 -0.2
-0.1 0.3 -0.2
-0.3 0.0 -0.1
0.3 0.1 -0.1
0.3 -0.1 -0.2
0.1 0.3 -0.1
0.1 0.3 0.2

Computed properties:
frontier orbital gap	8.577	eV
energy	-135251.7342	eV
spin multiplicity	1
HOMO energy	-0.3122	hartree